Record 1
This record from the Open Molecules 2025 dataset describes a single C6H10N2O molecule at a distorted geometry. The level of theory is the ωB97M-V functional and the def2-TZVPD basis.

Each line ends with the Löwdin charge.
CARTESIAN COORDINATES (ANGSTROEM)
C: 0.708 -0.592 -0.106  -0.30
C: 0.268 -1.368 -1.306  -0.05
C: 0.971 -1.334 1.141  -0.02
C: -2.159 1.369 0.556  -0.09
N: -1.025 1.109 -0.319  -0.05
C: 0.298 0.867 0.147  -0.53
C: 1.929 0.624 -0.779  -0.13
O: 0.743 1.603 1.065  0.05
N: 2.925 0.930 -1.287  0.16
H: -1.032 1.713 -1.135  0.12
H: 0.557 -2.343 1.153  0.10
H: 1.038 -2.083 -1.613  0.10
H: -0.644 -1.921 -1.051  0.10
H: 0.049 -0.738 -2.170  0.09
H: 2.052 -1.336 1.341  0.11
H: 0.576 -0.798 2.018  0.10
H: -3.055 1.544 -0.040  0.08
H: -1.941 2.250 1.174  0.08
H: -2.258 0.504 1.212  0.08

## Properties
LUMO, eV: -0.33
HOMO, Ha: -0.336
Relative energy (zero: lowest compared OMol25 entry of this formula, charge and spin), kcal per mole: 99.3
2S+1: 1
Kohn-Sham gap, eV: 8.81

=====

Record 2
This record from the Open Molecules 2025 dataset describes a molecular structure, CH2Cl3OPS2 at a distorted geometry. The level of theory is the ωB97M-V functional and the def2-TZVPD basis.

Each line ends with the Löwdin charge.
CARTESIAN COORDINATES (ANGSTROEM)
C: 2.580 -0.113 -0.054  -1.82
O: 0.385 -0.499 1.518  -0.41
P: 0.671 -0.624 -0.104  0.29
S: -1.298 -2.699 -0.021  0.02
S: -0.137 1.055 -0.875  0.48
Cl: 3.097 0.053 -1.750  0.51
Cl: 3.426 -1.403 0.848  0.53
Cl: 2.938 1.422 0.666  0.55
H: 0.551 -1.228 2.120  0.05
H: 0.355 0.586 -2.019  -0.18

## Properties
LUMO (alpha / beta), eV: -2.29 / -2.53
HOMO (alpha / beta), Ha: -0.334 / -0.345
Relative energy (zero: lowest compared OMol25 entry of this formula, charge and spin), kcal per mole: 86.5
2S+1: 1
Kohn-Sham gap (alpha / beta), eV: 6.81 / 6.87

=====

Record 3
This record from the Open Molecules 2025 dataset describes 2 unconnected molecules or ions with the total composition CH7NO2 at a distorted geometry. The level of theory is the ωB97M-V functional and the def2-TZVPD basis.

Each line ends with the Löwdin charge.
CARTESIAN COORDINATES (ANGSTROEM)
C: -1.467 0.227 1.458  -0.22
H: -1.877 -0.183 2.363  0.06
H: -0.466 0.526 1.808  0.08
H: -1.974 1.191 1.236  0.09
H: -0.923 -1.521 0.622  0.06
H: -2.277 -0.968 -0.137  0.14
H: 2.713 -0.150 -0.920  0.12
H: 0.208 -0.093 -0.540  0.03
N: -1.368 -0.670 0.391  -0.10
O: 2.005 0.547 -0.725  -0.13
O: 0.867 0.019 -1.264  -0.14

## Properties
LUMO, eV: 0.96
HOMO, Ha: -0.343
SMILES: CN.OO
Relative energy (zero: lowest compared OMol25 entry of this formula, charge and spin), kcal per mole: 72.5
2S+1: 1
Kohn-Sham gap, eV: 10.30

=====

Record 4
This record from the Open Molecules 2025 dataset describes a gas-phase ion, C8H13N6 (charge +1) at a distorted geometry. The level of theory is the ωB97M-V functional and the def2-TZVPD basis.

Each line ends with the Löwdin charge.
CARTESIAN COORDINATES (ANGSTROEM)
C: 3.496 -0.783 0.723  -0.09
C: 2.506 -1.474 0.132  -0.11
C: 2.008 0.631 -0.028  -0.31
C: -1.800 -0.591 0.464  -0.35
C: -0.582 1.383 1.350  0.00
C: -0.149 1.815 0.110  -0.27
C: 0.391 -1.222 -1.029  -0.05
C: -1.136 2.009 -1.058  -0.03
N: 3.167 0.550 0.550  0.12
N: 1.532 -0.668 -0.335  -0.02
N: 1.214 1.799 -0.334  0.11
N: -1.673 0.440 1.232  0.09
N: -1.003 -1.090 -0.498  0.13
N: -2.922 -1.353 0.794  0.20
H: 4.485 -1.174 0.866  0.11
H: 2.387 -2.479 -0.124  0.10
H: 0.108 1.193 2.171  0.13
H: 0.464 -0.927 -2.074  0.14
H: 0.518 -2.398 -0.982  0.18
H: -2.127 2.260 -0.672  0.08
H: -1.299 1.066 -1.639  0.08
H: -0.759 2.850 -1.641  0.09
H: 1.691 2.714 -0.576  0.18
H: -2.390 0.429 1.994  0.19
H: -1.465 -1.806 -0.926  0.10
H: -3.659 -0.962 1.261  0.09
H: -3.002 -2.209 0.274  0.12

## Properties
LUMO, eV: -3.15
HOMO, Ha: -0.425
SMILES: C/C1=C\NC(=[NH2+])NCn2ccnc2N1
Relative energy (zero: lowest compared OMol25 entry of this formula, charge and spin), kcal per mole: 62.6
2S+1: 1
Kohn-Sham gap, eV: 8.42
Total charge: +1

=====

Record 5
This record from the Open Molecules 2025 dataset describes a molecular structure, C22H31ClN2O4S at a distorted geometry. The level of theory is the ωB97M-V functional and the def2-TZVPD basis.

Each line ends with the Löwdin charge.
CARTESIAN COORDINATES (ANGSTROEM)
C: 1.202 2.381 -2.032  -0.08
C: 0.089 1.426 -1.439  -0.24
C: -0.239 0.116 -2.045  -0.02
C: -1.304 -0.815 -1.470  -0.02
C: -1.981 -0.344 -0.242  -0.21
C: -3.082 -1.211 0.516  -0.11
C: -2.288 -1.957 1.675  -0.12
C: -1.343 -2.989 1.232  -0.01
C: -0.462 -3.794 2.167  -0.07
C: -0.553 -3.508 3.601  -0.57
Cl: 0.506 -4.432 4.700  0.60
C: -1.539 -2.466 4.046  -0.30
N: -1.731 -2.085 5.388  -0.25
S: -2.895 -0.884 5.334  0.95
N: -3.311 -0.709 3.703  -0.22
C: -2.453 -1.637 3.135  -0.30
C: -1.667 0.973 0.386  -0.03
C: -0.628 1.864 -0.209  -0.03
H: 2.185 1.830 -1.995  0.08
H: 1.318 3.260 -1.331  0.07
H: 0.956 2.740 -3.068  0.08
H: 0.361 -0.155 -2.958  0.09
H: -1.565 -1.799 -1.939  0.09
H: -3.841 -0.489 0.911  0.11
H: -3.491 -1.979 -0.192  0.11
H: -1.261 -3.204 0.131  0.10
H: 0.221 -4.571 1.744  0.10
H: -2.225 1.275 1.310  0.10
H: -0.389 2.833 0.299  0.09
C: 1.188 -3.141 -3.391  -0.11
O: 0.159 -2.515 -4.144  -0.22
C: 0.439 -2.514 -5.541  -0.20
C: -0.346 -3.597 -6.266  -0.20
O: 0.086 -4.898 -5.880  -0.19
C: -0.794 -5.508 -4.949  -0.11
H: 0.814 -3.312 -2.381  0.08
H: 1.483 -4.099 -3.824  0.09
H: 2.059 -2.479 -3.333  0.09
H: 1.513 -2.621 -5.723  0.13
H: 0.128 -1.538 -5.928  0.13
H: -0.159 -3.504 -7.341  0.12
H: -1.421 -3.477 -6.100  0.13
H: -1.703 -5.841 -5.459  0.09
H: -1.058 -4.830 -4.134  0.08
H: -0.291 -6.380 -4.528  0.09
C: 3.435 5.809 4.449  -0.11
O: 2.050 5.997 4.697  -0.19
C: 1.333 6.370 3.525  -0.20
C: 0.576 5.188 2.938  -0.20
O: 1.468 4.199 2.435  -0.21
C: 1.607 3.096 3.321  -0.11
H: 3.872 5.318 5.319  0.09
H: 3.609 5.185 3.569  0.08
H: 3.923 6.780 4.313  0.09
H: 2.004 6.813 2.782  0.13
H: 0.610 7.136 3.824  0.12
H: -0.020 5.542 2.090  0.12
H: -0.110 4.758 3.675  0.13
H: 0.709 2.471 3.278  0.08
H: 1.780 3.421 4.350  0.08
H: 2.461 2.502 2.996  0.09

## Properties
LUMO, eV: -1.12
HOMO, Ha: -0.305
2S+1: 1
Kohn-Sham gap, eV: 7.17

=====

Record 6
This record from the Open Molecules 2025 dataset describes a single C5H6N2 molecule at a distorted geometry. The level of theory is the ωB97M-V functional and the def2-TZVPD basis.

Each line ends with the Löwdin charge.
CARTESIAN COORDINATES (ANGSTROEM)
N: 1.927 -0.170 1.875  0.16
C: 1.377 0.014 0.868  -0.25
C: 1.067 0.382 -0.532  -0.19
C: -0.079 -0.482 -0.978  -0.28
C: -0.459 -1.249 0.231  0.04
C: -0.993 1.186 0.322  0.01
N: -0.243 0.931 -0.785  -0.09
H: 1.889 0.709 -1.162  0.15
H: -0.117 -0.861 -1.999  0.14
H: -1.464 -1.321 0.603  0.05
H: 0.107 -2.184 0.342  0.08
H: -2.046 0.921 0.282  0.08
H: -0.723 2.077 0.895  0.09

## Properties
LUMO (alpha / beta), eV: 0.17 / -0.45
HOMO (alpha / beta), Ha: -0.321 / -0.293
Relative energy (zero: lowest compared OMol25 entry of this formula, charge and spin), kcal per mole: 128.7
2S+1: 1
Kohn-Sham gap (alpha / beta), eV: 8.91 / 7.52